The following is a DFT calculation (ωB97M-V/def2-TZVPD) of a 2-piece molecular cluster, C4H7O3 overall.

Structure (XYZ):
```
14
Properties=species:S:1:pos:R:3:forces:R:3:mulliken_charge:R:1
C 2.62234 0.13230 -0.18530 4.88 1.10 0.80 0.32
O 3.35346 0.47789 0.83606 -0.98 -0.21 -0.19 -0.77
C 2.22977 -1.21453 -0.39085 -0.51 0.74 0.17 -0.52
C 1.03445 0.13278 0.01376 -2.70 -1.11 -0.29 -1.01
C -3.02832 0.11468 -0.39188 -0.69 -0.10 0.07 -0.01
O -4.19167 0.03589 0.05143 0.14 0.00 -0.12 -0.66
O -1.96787 0.35733 0.21564 0.57 0.06 -0.01 -0.54
H 2.89582 0.72464 -1.08506 -0.95 -0.23 -0.21 0.27
H 0.46996 0.07529 -0.91593 -0.46 -0.15 0.46 0.36
H 2.26795 -1.85974 0.47660 0.03 -0.11 -0.15 0.27
H 1.96903 -1.58548 -1.37423 -0.37 0.00 0.20 0.30
H 0.61632 -0.43958 0.85362 -0.27 -0.30 -0.51 0.37
H 0.75492 1.10748 0.43567 1.18 0.28 -0.28 0.41
H -2.94244 -0.06724 -1.50640 0.15 0.04 0.04 0.22
```
Forces are in eV/Å.

The total charge is -1. The energy above the lowest of the compared OMol25 structures with the same formula, charge and spin is 4.454 eV. The spin multiplicity is 1.

The following is a DFT calculation (ωB97M-V/def2-TZVPD) of a 2-piece molecular cluster, C4H7O3S overall.

Structure (XYZ):
```
15
Properties=species:S:1:pos:R:3:forces:R:3:mulliken_charge:R:1
C 1.88738 0.80899 -0.13589 -1.19 0.23 -0.74 -0.63
C 0.71663 1.08728 -1.07518 0.03 -2.33 1.79 -0.36
C 0.54279 0.15109 -0.13914 0.55 1.39 -2.69 0.39
C -0.31733 -0.94340 0.37982 -2.18 5.05 -2.15 -1.00
O -4.82232 0.36818 0.17992 0.87 -0.66 -0.32 -0.65
O -2.95535 -0.60553 -1.12525 -0.27 -0.23 0.63 -0.68
O -3.18895 -1.02062 1.33019 0.34 -0.89 0.14 -0.61
S -3.44652 -0.17405 0.19051 -3.20 0.24 -0.76 0.93
H 2.77227 0.33627 -0.46390 0.92 -1.06 -0.62 0.21
H 2.13980 1.53099 0.57532 0.18 1.29 1.34 0.17
H -2.78318 0.89095 0.43980 1.49 1.72 0.33 -0.04
H 0.42316 1.38938 -2.06782 -0.03 0.26 0.25 0.35
H -1.23523 -0.91306 -0.29237 1.43 -1.02 0.86 0.12
H -0.60227 -0.48323 1.29166 -0.74 -0.33 1.43 0.33
H 0.20613 -1.77494 0.53249 1.80 -3.66 0.50 0.48
```
Forces are in eV/Å.

The total charge is -1. The energy above the lowest of the compared OMol25 structures with the same formula, charge and spin is 3.246 eV. The spin multiplicity is 1.

The following is a DFT calculation (ωB97M-V/def2-TZVPD) of C4H7O3Yb as an isolated structure.

Structure (XYZ):
```
15
Properties=species:S:1:pos:R:3:forces:R:3:mulliken_charge:R:1
O -0.43950 -3.17898 0.37581 0.08 0.63 -0.10 -0.47
C -1.21505 -3.60592 1.21372 -0.28 -0.65 0.49 0.11
H -1.31266 -4.69218 1.36864 -0.04 0.22 -0.05 0.29
H -1.81298 -2.92340 1.84123 0.05 -0.21 -0.11 0.20
O 1.11777 0.69487 -1.09177 -0.16 0.98 0.46 -0.46
C 1.01006 2.05994 -1.02868 -0.94 -0.21 -1.16 -0.29
C 0.26448 2.60303 0.16844 -1.43 0.52 1.75 0.14
O 0.56382 2.12639 1.43954 0.04 -2.20 -0.67 -0.25
C -0.71223 1.66910 0.97254 -0.01 3.14 0.09 -0.52
Yb 0.38023 -1.16312 -0.44420 0.30 -0.31 -0.16 1.65
H 0.48406 2.48962 -1.90780 0.48 -0.37 0.08 0.35
H 2.01028 2.54276 -1.00171 0.08 -0.17 0.21 0.34
H 0.07099 3.68234 0.13342 0.22 -0.35 -0.10 0.43
H -1.22160 0.90711 0.38043 1.42 -1.58 -0.40 0.17
H -1.49606 1.97614 1.67102 0.20 0.55 -0.34 0.32
```
Forces are in eV/Å.

The total charge is +2. The energy above the lowest of the compared OMol25 structures with the same formula, charge and spin is 0.978 eV. The spin multiplicity is 2.

The following is a DFT calculation (ωB97M-V/def2-TZVPD) of a 2-piece molecular cluster, C4H7O4 overall.

Structure (XYZ):
```
15
Properties=species:S:1:pos:R:3:forces:R:3:mulliken_charge:R:1
O -1.12220 2.21486 3.69366 0.10 -0.11 -0.17 -0.59
O -1.76492 1.22398 1.80936 1.21 -0.35 -0.34 -0.49
C -0.80491 1.61041 2.70155 -0.54 -0.15 -0.38 0.74
C 0.60670 1.22329 2.33418 0.52 0.03 0.17 -0.98
H -1.33302 0.73964 1.05379 -0.54 0.38 0.55 0.38
H 0.89529 1.67521 1.37029 -0.18 -0.34 0.28 0.33
H 0.69999 0.12741 2.25089 -0.08 0.44 -0.17 0.33
H 1.30416 1.57766 3.11173 -0.42 -0.13 -0.32 0.26
O -0.74220 -0.66412 -1.28443 0.38 0.01 0.11 -0.71
O 1.50454 -1.00452 -1.40008 -0.84 0.03 -0.12 -0.73
C 0.31769 -1.09135 -1.81890 0.41 0.07 0.16 0.58
C 0.14137 -1.78707 -3.19677 -0.09 -0.30 -0.10 -0.82
H 0.21639 -1.02320 -3.98891 -0.03 -0.25 0.23 0.17
H 0.92502 -2.54512 -3.36368 -0.19 0.38 0.07 0.25
H -0.84392 -2.27702 -3.27268 0.29 0.29 0.02 0.26
```
Forces are in eV/Å.

The total charge is -1. The energy above the lowest of the compared OMol25 structures with the same formula, charge and spin is 0.000 eV. The spin multiplicity is 1.

The following is a DFT calculation (ωB97M-V/def2-TZVPD) of C4H7O4Sn as an isolated structure.

Structure (XYZ):
```
16
Properties=species:S:1:pos:R:3:forces:R:3:mulliken_charge:R:1
O -0.36134 1.32941 2.29302 0.36 0.50 0.77 -0.62
C -0.40815 0.07590 2.07075 -0.64 -1.65 2.54 0.78
O -0.90494 -0.06349 0.77753 1.91 -2.85 -3.09 -0.23
Sn -2.19851 1.49738 1.18442 -1.77 2.33 -0.27 0.35
O -0.42227 -0.90449 2.78676 1.26 0.95 -0.62 -0.58
C 1.26397 1.06911 -0.75218 -0.31 -1.43 -2.19 -1.05
H 2.09929 0.70693 -0.13693 -0.50 0.42 0.20 0.32
H 1.70841 1.46402 -1.67600 0.27 -0.22 0.14 0.39
H 0.71981 1.96119 -0.41475 -0.18 -0.87 0.67 0.25
C -0.15755 -1.03730 -0.17784 -1.05 0.05 0.91 -0.11
C 0.39249 -0.22042 -1.30232 0.59 2.37 1.01 -0.31
O -1.06060 -2.02526 -0.51724 0.24 0.08 0.05 -0.51
H 0.62642 -1.52772 0.41115 -0.28 0.33 0.15 0.38
H -0.44514 0.17345 -1.89895 0.34 -0.27 -0.08 0.27
H 1.05542 -0.86687 -1.89136 -0.31 0.24 0.00 0.32
H -1.90731 -1.63186 -0.75605 0.07 0.02 -0.20 0.33
```
Forces are in eV/Å.

The spin multiplicity is 2.

The following is a DFT calculation (ωB97M-V/def2-TZVPD) of C4H7OP as an isolated structure.

Structure (XYZ):
```
13
Properties=species:S:1:pos:R:3:forces:R:3:mulliken_charge:R:1
C 0.48964 -0.30807 1.14300 0.06 -0.09 0.33 -0.34
C 0.74566 0.70430 -1.14469 0.39 -0.15 0.00 -0.62
C -1.35143 -0.81914 -0.22706 -0.44 0.36 -0.23 -0.52
C 0.78752 0.89971 0.32018 -3.09 -0.12 -2.02 -0.35
O -0.16327 -1.28464 0.35729 0.33 -0.33 0.09 -0.39
P -1.16159 0.87000 -1.05816 2.35 0.01 1.95 -0.01
H 1.41855 -0.79029 1.47477 -0.09 0.01 0.01 0.26
H -0.10614 -0.05980 2.03613 0.15 0.02 -0.10 0.29
H 1.18589 1.50628 -1.72632 -0.04 0.02 -0.06 0.38
H 1.06492 -0.27730 -1.48506 0.08 0.09 -0.05 0.27
H -1.64096 -1.56444 -0.97143 0.03 -0.04 0.07 0.29
H -2.15821 -0.74956 0.51942 0.08 0.00 -0.09 0.36
H 0.88943 1.87294 0.76194 0.19 0.21 0.10 0.37
```
Forces are in eV/Å.

The energy above the lowest of the compared OMol25 structures with the same formula, charge and spin is 2.181 eV. The spin multiplicity is 1.

The following is a DFT calculation (ωB97M-V/def2-TZVPD) of C4H7OPb as an isolated structure.

Structure (XYZ):
```
13
Properties=species:S:1:pos:R:3:forces:R:3:mulliken_charge:R:1
C -1.35327 -0.21224 0.83817 0.02 -0.14 0.13 -0.58
C -0.22075 0.46325 0.11389 -0.07 0.42 -0.09 0.11
C 1.10436 -0.24518 -0.02643 0.46 -1.39 1.97 -0.41
O 2.06827 0.47755 -0.68947 -0.65 0.64 -1.02 -0.55
Pb 4.08092 0.75478 -0.65184 0.76 0.05 0.12 0.32
H -1.17709 -1.22067 1.21929 -0.05 0.29 -0.12 0.23
H -0.14180 1.54724 0.24040 0.03 -0.36 -0.01 0.35
H -2.00288 0.40088 1.46367 0.21 -0.20 -0.18 0.26
H 0.92618 -1.22064 -0.52727 0.04 0.30 0.12 0.22
C -1.41675 -0.02943 -0.65453 -0.15 0.13 -0.25 -0.63
H -1.28033 -0.91345 -1.28149 -0.02 0.28 0.20 0.22
H -2.11183 0.70968 -1.05543 0.18 -0.25 0.12 0.24
H 1.52495 -0.51177 1.01104 -0.76 0.23 -0.99 0.23
```
Forces are in eV/Å.

The energy above the lowest of the compared OMol25 structures with the same formula, charge and spin is 0.000 eV. The spin multiplicity is 2.

The following is a DFT calculation (ωB97M-V/def2-TZVPD) of C4H7OPm as an isolated structure.

Structure (XYZ):
```
13
Properties=species:S:1:pos:R:3:forces:R:3:mulliken_charge:R:1
H -0.48374 0.53692 -1.89225 0.38 -0.05 0.15 0.22
C 0.21521 -1.10583 -0.52734 1.05 0.21 -0.16 -0.65
C 0.33137 0.24051 -1.22707 -0.07 0.22 0.21 -0.59
C 0.07846 0.21632 0.25567 -2.02 -2.74 -0.98 0.98
O 1.04774 0.58429 1.13118 3.49 0.38 0.91 -0.87
Pm 3.39084 0.73249 1.63952 -3.38 -0.22 -0.70 1.65
H -0.63076 -1.73668 -0.81065 0.19 0.30 0.49 0.24
H 1.14553 -1.65222 -0.35181 -0.16 0.06 -0.23 0.13
H 1.33132 0.55607 -1.53412 -0.31 -0.01 -0.03 0.13
H -1.40043 1.44515 0.88705 -1.00 -1.10 0.34 0.31
C -1.38772 0.31898 0.74252 1.55 2.92 0.15 -1.16
H -2.13174 0.05791 -0.02231 0.40 -0.12 0.38 0.33
H -1.50607 -0.19392 1.70962 -0.12 0.14 -0.53 0.29
```
Forces are in eV/Å.

The total charge is +1. The spin multiplicity is 6.

The following is a DFT calculation (ωB97M-V/def2-TZVPD) of C4H7P in the gas phase.

Structure (XYZ):
```
12
Properties=species:S:1:pos:R:3:forces:R:3:mulliken_charge:R:1
C -0.65248 -1.39662 0.45853 1.85 -0.68 1.83 -0.66
C 0.20083 -0.68308 -0.25614 0.28 0.50 0.90 0.68
C 0.98399 -0.02290 0.83789 -1.84 -1.25 0.69 -0.80
C 0.13914 -0.09437 -1.59081 -1.55 -0.51 -1.76 -0.77
P 0.20091 1.45901 1.71191 2.81 -1.23 1.77 0.04
H -0.43016 -1.94869 1.44970 -0.63 0.89 -1.66 0.28
H 1.52404 -0.71448 1.51462 -0.17 0.61 -0.47 0.47
H 1.07797 -0.29896 -2.14118 -0.53 -0.03 0.16 0.27
H 0.14834 1.01418 -1.39420 -0.55 -0.88 -0.77 0.24
H -0.81301 -0.58062 -2.19528 2.44 1.76 1.39 0.25
H -1.03147 0.92979 1.71182 -1.70 -0.72 0.19 0.03
H -0.08372 2.19853 0.66457 -0.41 1.55 -2.27 -0.02
```
Forces are in eV/Å.

The energy above the lowest of the compared OMol25 structures with the same formula, charge and spin is 4.790 eV. The spin multiplicity is 1.

no.,calculated total energy (eV),maximum force (eV Å⁻¹)
1,-10401.4170,5.06
2,-21237.4907,5.90
3,-41911.8681,3.14
4,-12453.8385,1.31
5,-18280.9880,4.62
6,-15595.2559,3.69
7,-11553.9901,2.46
8,-22853.7157,3.63
9,-13544.4837,3.54